1.
Below is 3 unconnected molecules or ions with the total composition C3H13NO2S at a distorted geometry, with properties calculated with ωB97M-V/def2-TZVPD.

Results
ΔE to the lowest compared entry with this formula, charge and spin: 41.8 kcal per mole
expectation value of S²: 0.76
total energy: -19731.446 eV
orbital gap (spin up / spin down): 10.5 / 4.6 eV

```
! wB97M-V def2-TZVPD RIJCOSX def2/J DEFGRID3
* xyz 1 2
C -0.133 0.544 -1.821
C -0.785 -0.240 -0.649
C -1.102 -1.576 -1.361
S -2.258 -2.503 -0.219
N 0.201 -0.488 0.448
H -0.750 0.967 -2.513
H 0.453 1.467 -1.471
H 0.590 -0.116 -2.317
H -1.648 0.322 -0.180
H -0.342 -2.259 -1.713
H -1.793 -1.419 -2.212
H -1.556 -2.630 0.918
H 1.105 -0.430 0.083
H 0.036 -1.269 0.960
H 0.692 1.878 3.069
H 0.276 1.788 1.632
O 0.256 2.379 2.308
H 2.427 1.147 0.961
H 2.291 1.594 2.283
O 2.041 0.844 1.795
*
```

***

2.
Below is CH2Cl3P in the gas phase at a distorted geometry, with properties calculated with ωB97M-V/def2-TZVPD.

Results
ΔE to the lowest compared entry with this formula, charge and spin: 30.9 kcal per mole
total energy: -47924.227 eV
orbital gap: 10.7 eV

```
! wB97M-V def2-TZVPD RIJCOSX def2/J DEFGRID3
* xyz 0 1
C -0.679 -0.031 0.040
P 1.033 -0.777 -0.020
Cl -1.448 -0.545 -1.356
Cl -1.510 -0.493 1.433
Cl -0.584 1.826 0.050
H 1.628 0.050 0.822
H 1.560 -0.030 -0.969
*
```

***

3.
Below is a molecular structure, C58H50IrN3OP2S, with properties calculated with ωB97M-V/def2-TZVPD.

Results
ΔE to the lowest compared entry with this formula, charge and spin: 0.0 kcal per mole
total energy: -99719.414 eV
orbital gap: 7.9 eV

```
! wB97M-V def2-TZVPD RIJCOSX def2/J DEFGRID3
* xyz 2 1
Ir 0.645 -0.084 -0.505
O -2.652 -0.299 -0.607
C -3.254 -1.224 -1.405
C -4.573 -1.217 -1.810
C -4.982 -2.206 -2.696
C -4.090 -3.156 -3.175
C -2.759 -3.127 -2.779
C -2.328 -2.151 -1.886
P -0.625 -2.029 -1.258
C 0.263 -3.191 -2.322
C 0.642 -4.471 -1.935
C 1.301 -5.302 -2.835
C 1.565 -4.867 -4.124
C 1.156 -3.600 -4.527
C 0.506 -2.769 -3.631
C -0.711 -2.717 0.435
C -1.915 -2.693 1.150
C -1.974 -3.170 2.450
C -0.836 -3.675 3.062
C 0.361 -3.712 2.364
C 0.426 -3.236 1.063
C -3.190 0.607 0.263
C -4.364 0.454 0.970
C -4.744 1.488 1.819
C -3.974 2.636 1.927
C -2.787 2.760 1.214
C -2.358 1.725 0.391
P -0.913 1.685 -0.737
C -0.067 3.272 -0.452
C 0.509 3.953 -1.524
C 1.216 5.129 -1.315
C 1.357 5.640 -0.034
C 0.809 4.957 1.044
C 0.108 3.778 0.838
C -1.690 1.925 -2.368
C -1.761 0.902 -3.305
C -2.461 1.068 -4.490
C -3.101 2.272 -4.751
C -3.040 3.300 -3.822
C -2.346 3.127 -2.634
H -5.259 -0.459 -1.458
H -6.014 -2.226 -3.024
H -4.430 -3.919 -3.862
H -2.061 -3.856 -3.169
H 0.411 -4.839 -0.946
H 1.596 -6.297 -2.527
H 2.070 -5.520 -4.823
H 1.335 -3.268 -5.542
H 0.175 -1.790 -3.956
H -2.821 -2.336 0.688
H -2.916 -3.153 2.982
H -0.886 -4.054 4.075
H 1.249 -4.126 2.826
H 1.363 -3.301 0.529
H -4.968 -0.437 0.865
H -5.659 1.397 2.390
H -4.302 3.448 2.561
H -2.223 3.678 1.285
H 0.417 3.565 -2.531
H 1.648 5.648 -2.160
H 1.892 6.567 0.126
H 0.924 5.341 2.050
H -0.293 3.253 1.695
H -1.259 -0.033 -3.113
H -2.510 0.257 -5.206
H -3.650 2.407 -5.674
H -3.538 4.241 -4.018
H -2.328 3.932 -1.909
C 0.419 -0.395 6.037
C -0.212 0.732 5.206
C -1.459 0.193 4.504
C -0.636 1.878 6.136
C 0.829 1.222 4.202
C 1.904 2.028 4.634
C 2.873 2.507 3.780
C 2.781 2.172 2.430
S 3.767 2.671 1.084
C 2.749 1.795 0.024
N 1.769 1.166 0.619
C 1.739 1.363 1.991
C 0.763 0.884 2.862
C 2.760 1.662 -1.416
C 3.649 2.303 -2.271
C 3.500 2.162 -3.640
C 2.461 1.386 -4.139
C 1.574 0.737 -3.281
C 1.711 0.871 -1.912
H -0.289 -0.747 6.790
H 1.318 -0.055 6.554
H 0.690 -1.240 5.399
H -2.199 -0.090 5.254
H -1.242 -0.698 3.913
H -1.915 0.944 3.851
H -1.457 1.549 6.773
H -0.976 2.744 5.565
H 0.173 2.197 6.794
H 1.972 2.297 5.680
H 3.671 3.137 4.151
H -0.057 0.290 2.470
H 4.443 2.919 -1.865
H 4.182 2.660 -4.315
H 2.336 1.280 -5.209
H 0.768 0.155 -3.696
N 5.980 -3.323 0.110
C 4.802 -2.689 -0.023
C 4.226 -2.453 -1.280
C 3.029 -1.794 -1.369
N 2.333 -1.359 -0.297
C 2.898 -1.572 0.913
C 4.087 -2.219 1.094
H 6.468 -3.684 -0.690
H 6.365 -3.521 1.016
H 4.718 -2.780 -2.187
H 2.591 -1.600 -2.336
H 2.341 -1.223 1.774
H 4.470 -2.357 2.097
*
```

***

4.
Below is a molecular structure, C20H58Ba2O18 at a distorted geometry, with properties calculated with ωB97M-V/def2-TZVPD.

Results
ΔE to the lowest compared entry with this formula, charge and spin: 11.8 kcal per mole
total energy: -59910.114 eV
orbital gap: 7.4 eV

```
! wB97M-V def2-TZVPD RIJCOSX def2/J DEFGRID3
* xyz 2 1
Ba 22.785 -0.261 5.971
Ba 19.594 3.085 14.073
C 20.146 0.350 9.925
C 20.931 0.478 8.806
C 21.899 1.670 8.726
O 22.483 1.881 7.623
C 22.103 2.436 9.864
C 21.425 2.202 11.069
C 20.339 1.123 11.086
O 19.573 0.994 12.062
O 21.604 2.922 12.070
O 20.890 -0.324 7.820
H 19.352 -0.388 9.929
H 22.801 3.259 9.767
C 18.832 4.306 9.481
O 17.668 4.124 8.711
H 18.699 5.139 10.168
H 19.148 3.397 10.003
H 19.676 4.602 8.839
H 17.684 3.250 8.312
C 25.541 4.019 10.477
O 24.857 3.635 11.671
H 26.416 4.603 10.757
H 25.944 3.147 9.948
H 24.910 4.621 9.820
H 24.098 3.112 11.396
C 16.765 2.400 11.643
O 17.293 3.538 12.363
H 15.681 2.441 11.538
H 17.223 2.300 10.664
H 16.961 1.529 12.262
H 16.667 4.261 12.259
C 23.154 -1.110 11.119
O 24.304 -1.903 11.376
H 22.257 -1.609 11.492
H 23.290 -0.162 11.633
H 23.054 -0.894 10.052
H 24.257 -2.708 10.852
C 20.981 -3.534 9.573
O 20.858 -3.981 8.219
H 20.686 -2.485 9.669
H 20.338 -4.153 10.190
H 22.005 -3.643 9.946
H 21.598 -3.647 7.708
C 22.561 5.430 6.663
O 23.457 4.685 7.479
H 23.095 6.294 6.273
H 22.217 4.856 5.795
H 21.686 5.775 7.221
H 23.113 3.788 7.554
C 22.068 6.195 10.322
O 21.353 7.055 11.216
H 21.384 5.381 10.098
H 22.314 6.720 9.397
H 22.984 5.838 10.800
H 21.761 7.922 11.278
C 20.107 -2.633 4.447
O 20.391 -1.377 5.087
H 20.770 -2.747 3.586
H 20.283 -3.495 5.094
H 19.091 -2.640 4.057
H 19.656 -1.189 5.715
C 22.403 0.467 14.406
O 21.252 1.045 15.045
H 23.319 0.789 14.906
H 22.361 -0.620 14.398
H 22.428 0.855 13.394
H 21.176 0.681 15.933
C 25.475 0.459 8.732
O 24.684 -0.549 8.061
H 25.287 0.423 9.807
H 26.538 0.306 8.559
H 25.148 1.428 8.367
H 24.811 -1.403 8.487
C 22.792 4.417 15.019
O 21.494 5.026 14.797
H 22.824 3.955 16.009
H 23.042 3.676 14.263
H 23.546 5.202 15.007
H 21.544 5.913 15.164
C 17.895 -2.169 7.125
O 18.402 -0.846 6.889
H 17.548 -2.290 8.153
H 17.048 -2.296 6.458
H 18.651 -2.933 6.932
H 19.189 -0.713 7.426
C 18.881 -2.499 12.770
O 20.161 -1.926 12.595
H 18.998 -3.423 13.335
H 18.206 -1.843 13.330
H 18.416 -2.768 11.814
H 20.050 -1.044 12.218
C 16.410 -0.684 10.692
O 15.007 -0.834 10.780
H 16.863 -0.487 11.664
H 16.888 -1.543 10.195
H 16.631 0.113 9.979
H 14.778 -1.532 11.399
*
```

***

5.
Below is 3 unconnected molecules or ions with the total composition C16H41IN9O2P3 at a distorted geometry, with properties calculated with ωB97M-V/def2-TZVPD.

Results
total energy: -70721.723 eV
orbital gap: 7.4 eV

```
! wB97M-V def2-TZVPD RIJCOSX def2/J DEFGRID3
* xyz 0 1
N 2.730 0.773 7.713
C 1.907 0.037 7.483
C 0.928 -1.023 7.010
I -0.810 -0.978 8.292
C 1.599 -2.455 6.856
C 0.664 -3.577 7.292
N -0.078 -4.392 7.494
P 3.284 -2.602 7.671
N 4.382 -1.835 6.819
H 0.601 -0.695 5.999
H 1.759 -2.607 5.769
H 3.615 -3.986 7.815
H 3.257 -2.023 8.971
H 5.121 -2.486 6.546
O -0.416 -0.875 3.364
P 0.327 -1.651 2.276
N 0.477 -0.322 1.177
C 0.446 -0.398 -0.270
C 1.530 0.607 1.584
N -1.080 -2.651 1.896
C -1.936 -2.383 0.744
C -1.997 -2.848 3.033
N 1.365 -2.673 1.244
C 0.939 -3.725 0.339
C 2.428 -3.236 2.114
H 1.372 -0.805 -0.699
H 0.306 0.605 -0.684
H -0.392 -0.975 -0.645
H 2.531 0.175 1.444
H 1.426 0.876 2.639
H 1.475 1.538 1.017
H -2.252 -1.333 0.696
H -2.837 -3.001 0.781
H -1.476 -2.666 -0.201
H -2.645 -1.974 3.177
H -1.454 -3.024 3.960
H -2.637 -3.715 2.863
H 0.302 -4.477 0.812
H 1.816 -4.246 -0.056
H 0.455 -3.317 -0.546
H 2.022 -3.980 2.812
H 2.897 -2.437 2.700
H 3.223 -3.704 1.531
O -0.178 1.125 -3.701
P -0.567 2.182 -4.728
N -0.160 3.548 -3.740
C -0.836 4.828 -3.725
C 1.283 3.771 -3.686
N -2.290 1.794 -4.617
C -3.219 2.599 -3.831
C -2.562 0.396 -4.240
N -0.869 3.241 -6.132
C -2.157 3.662 -6.654
C -0.086 2.695 -7.269
H -0.607 5.447 -4.604
H -0.528 5.388 -2.837
H -1.914 4.733 -3.638
H 1.674 4.147 -4.643
H 1.812 2.843 -3.452
H 1.544 4.486 -2.904
H -2.854 2.781 -2.811
H -4.189 2.101 -3.752
H -3.462 3.549 -4.303
H -2.448 0.245 -3.159
H -1.892 -0.294 -4.751
H -3.582 0.118 -4.512
H -2.837 2.831 -6.862
H -2.013 4.205 -7.592
H -2.634 4.389 -5.999
H -0.504 1.744 -7.624
H 0.951 2.518 -6.960
H -0.048 3.393 -8.107
*
```

***

6.
Below is a gas-phase ion, C5H11N (charge +1) at a distorted geometry, with properties calculated with ωB97M-V/def2-TZVPD.

Results
ΔE to the lowest compared entry with this formula, charge and spin: 52.8 kcal per mole
expectation value of S²: 0.76
total energy: -6843.743 eV
orbital gap (spin up / spin down): 11.1 / 9.3 eV

```
! wB97M-V def2-TZVPD RIJCOSX def2/J DEFGRID3
* xyz 1 2
C -0.372 -1.263 -1.459
N -0.072 1.494 -1.375
C 0.092 0.895 -0.221
C 0.070 -0.561 -0.186
C -0.128 -1.261 1.125
C 0.458 1.703 0.986
H -0.177 -2.324 -1.385
H 0.126 -0.827 -2.320
H -1.446 -1.114 -1.595
H 1.189 -0.228 -0.396
H -0.860 2.146 -1.425
H 0.748 -1.839 1.414
H -0.967 -1.946 1.007
H -0.345 -0.577 1.935
H 0.828 2.683 0.706
H -0.400 1.813 1.641
H 1.256 1.205 1.546
*
```

***

7.
Below is C5H6O2 in the gas phase, with properties calculated with ωB97M-V/def2-TZVPD.

Results
ΔE to the lowest compared entry with this formula, charge and spin: 34.4 kcal per mole
total energy: -9375.604 eV
orbital gap: 10.3 eV

```
! wB97M-V def2-TZVPD RIJCOSX def2/J DEFGRID3
* xyz 0 1
O 1.555 -1.484 1.234
C 0.808 -0.869 0.513
C -0.426 -1.439 -0.204
O -0.761 -0.539 -1.239
C -0.215 0.706 -0.907
C -0.474 1.283 0.454
C 0.842 0.578 0.153
H -1.228 -1.443 0.535
H -0.260 -2.427 -0.643
H -0.099 1.320 -1.806
H -1.110 0.862 1.243
H -0.443 2.363 0.517
H 1.773 1.119 0.181
*
```

***

8.
Below is a molecular structure, C37H43CaN11S4, with properties calculated with ωB97M-V/def2-TZVPD.

Results
ΔE to the lowest compared entry with this formula, charge and spin: 0.0 kcal per mole
total energy: -117241.253 eV
orbital gap: 4.9 eV

```
! wB97M-V def2-TZVPD RIJCOSX def2/J DEFGRID3
* xyz -2 1
Ca 0.637 0.371 -0.292
C -1.212 -2.993 -1.211
C -2.441 -2.351 -0.555
C -2.293 -0.920 -0.016
N -1.593 -0.029 -0.934
C -2.086 0.291 -2.085
C -3.469 0.082 -2.421
C -4.115 -0.002 -3.622
C -3.601 0.077 -4.925
C -2.297 0.401 -5.235
C -1.240 0.809 -4.427
C -1.130 0.983 -3.023
N -0.138 1.633 -2.441
C 0.784 2.377 -3.281
C 2.068 1.633 -3.668
C 3.011 1.394 -2.484
N 2.600 0.293 -1.638
C 3.182 -0.872 -1.783
C 4.076 -1.222 -2.834
C 4.994 -2.259 -2.935
C 5.379 -3.211 -2.012
C 4.807 -3.373 -0.741
C 3.677 -2.818 -0.209
C 2.717 -1.920 -0.805
N 1.465 -1.843 -0.481
C 0.808 -2.752 0.445
C -0.186 -3.663 -0.286
H -0.708 -2.271 -1.858
H -1.584 -3.775 -1.881
H -2.776 -2.976 0.277
H -3.245 -2.348 -1.297
H -1.720 -0.925 0.919
H -3.280 -0.541 0.264
H -4.090 -0.068 -1.545
H -5.182 -0.201 -3.551
H -4.276 -0.137 -5.745
H -2.052 0.370 -6.294
H -0.335 1.033 -4.976
H 1.102 3.266 -2.715
H 0.288 2.755 -4.183
H 2.592 2.244 -4.413
H 1.828 0.675 -4.139
H 3.019 2.307 -1.870
H 4.036 1.266 -2.846
H 4.036 -0.570 -3.697
H 5.531 -2.283 -3.881
H 6.204 -3.862 -2.276
H 5.317 -4.076 -0.087
H 3.426 -3.132 0.795
H 0.279 -2.151 1.195
H 1.491 -3.393 1.004
H -0.701 -4.265 0.471
H 0.403 -4.357 -0.895
C -0.453 5.770 -1.032
C -1.504 5.107 -0.228
N -2.658 5.603 0.071
N -3.276 4.591 0.758
C -2.544 3.471 0.891
S -2.999 2.055 1.632
N -1.370 3.827 0.271
N -0.265 3.006 0.080
H -0.795 6.766 -1.305
H -0.243 5.198 -1.938
H 0.463 5.850 -0.446
H -4.211 4.696 1.103
H -0.215 2.769 -0.922
H 0.562 3.468 0.448
S 4.042 1.171 3.575
C 2.847 1.002 2.456
N 1.966 0.950 1.693
S 1.456 5.592 2.362
C 0.858 4.377 3.341
N 1.556 3.401 3.884
C 0.861 2.458 4.755
C -0.602 2.537 4.359
S -0.831 4.260 3.806
H 2.512 3.226 3.613
H 1.011 2.755 5.798
H 1.270 1.462 4.613
H -1.273 2.318 5.185
H -0.836 1.880 3.524
C -0.794 -0.883 3.581
C -1.045 -2.228 3.632
C -0.032 -3.215 3.946
C -0.294 -4.552 3.960
C -1.583 -5.066 3.674
C -2.598 -4.126 3.376
C -2.353 -2.785 3.355
C -1.856 -6.453 3.716
N -2.086 -7.589 3.755
H 0.187 -0.477 3.799
H -1.595 -0.190 3.346
H 0.972 -2.863 4.161
H 0.502 -5.252 4.194
H -3.597 -4.492 3.158
H -3.160 -2.097 3.124
*
```

***

9.
Below is a molecular structure, CH5BS2 at a distorted geometry, with properties calculated with ωB97M-V/def2-TZVPD.

Results
ΔE to the lowest compared entry with this formula, charge and spin: 81.5 kcal per mole
total energy: -23463.058 eV
orbital gap: 8.8 eV

```
! wB97M-V def2-TZVPD RIJCOSX def2/J DEFGRID3
* xyz 0 1
B 0.869 0.398 -0.102
C 1.259 -1.182 -0.232
S -2.571 0.933 -0.146
S 0.994 1.904 0.312
H 1.517 -1.406 -1.268
H 0.533 -1.914 0.028
H 2.114 -1.390 0.512
H -1.404 0.412 0.160
H -3.312 2.245 0.735
*
```